Model i:
The following is a DFT calculation (the ωB97M-V functional and the def2-TZVPD basis) of one molecule with the formula C3H4N2S.

Structure (XYZ):
```
10
Properties=species:S:1:pos:R:3:nbo_charge:R:1
N 0.62 0.26 -0.36 -0.480
H 1.97 -0.81 1.08 0.151
H 0.02 2.35 0.10 0.223
H -2.22 -1.04 0.26 0.206
C -0.16 -0.88 -0.43 -0.120
S 2.36 0.20 -0.13 0.177
C -1.44 -0.48 -0.03 -0.069
N -1.33 0.92 -0.07 -0.467
C -0.16 1.30 -0.23 0.169
H 0.33 -1.83 -0.20 0.211
```

Its LUMO energy is -0.2 eV. Its multiplicity is 1. As for the SMILES: Sn1ccnc1. The molecular weight is 100.15 g/mol. The calculation puts the HOMO energy at -9.26 eV.


Model ii:
The following is a DFT calculation (the ωB97M-V functional and the def2-TZVPD basis) of a 2-piece molecular cluster, C3H4N2S overall.

Structure (XYZ):
```
10
Properties=species:S:1:pos:R:3:nbo_charge:R:1
N -3.66 0.72 -0.01 -0.563
N -0.26 -2.26 -0.06 -0.523
C -2.70 0.10 -0.01 -0.203
C 1.59 1.17 -0.05 -0.717
H 1.51 2.09 -0.58 0.236
H 2.15 0.53 -0.77 0.230
C -0.17 -1.06 0.03 0.337
H -0.02 -3.02 0.55 0.447
S -0.27 0.56 -0.02 0.541
H 1.82 1.17 0.91 0.214
```

Its LUMO energy is -1.3 eV. Its multiplicity is 1. The molecular weight is 100.15 g/mol. The calculation puts the HOMO energy at -8.66 eV.


Short version: model ii is the least stable of them.


Model i:
The following is a DFT calculation (the ωB97M-V functional and the def2-TZVPD basis) of a 2-piece molecular cluster, H4O2 overall.

Structure (XYZ):
```
6
Properties=species:S:1:pos:R:3:nbo_charge:R:1
H 2.39 -0.17 0.03 0.476
H -1.00 0.67 0.44 0.483
H 0.88 -0.58 0.47 0.484
H -2.34 -0.12 0.11 0.475
O -1.41 -0.05 -0.07 -0.958
O 1.42 0.07 -0.06 -0.960
```

Its LUMO energy is 0.9 eV. Its multiplicity is 1. As for the SMILES: O.O. The molecular weight is 36.03 g/mol. The calculation puts the HOMO energy at -11.36 eV.


Model ii:
The following is a DFT calculation (the ωB97M-V functional and the def2-TZVPD basis) of a 2-piece molecular cluster, H4O2 overall.

Structure (XYZ):
```
6
Properties=species:S:1:pos:R:3:nbo_charge:R:1
H 1.81 -0.45 -0.35 0.477
O 1.05 0.00 -0.03 -0.944
O -1.74 0.10 -0.13 -0.951
H -1.76 -0.46 0.63 0.454
H 1.43 0.85 0.21 0.480
H -0.79 -0.04 -0.32 0.485
```

Its LUMO energy is 0.6 eV. Its multiplicity is 1. As for the SMILES: O.O. The molecular weight is 36.03 g/mol. The calculation puts the HOMO energy at -10.81 eV.


Model iii:
The following is a DFT calculation (the ωB97M-V functional and the def2-TZVPD basis) of a 2-piece molecular cluster, H4O2 overall.

Structure (XYZ):
```
6
Properties=species:S:1:pos:R:3:nbo_charge:R:1
O -1.49 -0.09 0.12 -0.972
H -2.01 -0.57 0.80 0.470
H -0.56 -0.26 0.15 0.493
H 1.78 0.93 -0.05 0.474
O 1.35 0.15 -0.25 -0.943
H 1.94 -0.59 0.18 0.478
```

Its LUMO energy is 0.7 eV. Its multiplicity is 1. As for the SMILES: O.O. The molecular weight is 36.03 g/mol. The calculation puts the HOMO energy at -10.86 eV.


Short version: model iii is the least stable of them.


Model i:
The following is a DFT calculation (the ωB97M-V functional and the def2-TZVPD basis) of a 2-piece molecular cluster, H4O2 overall.

Structure (XYZ):
```
6
Properties=species:S:1:pos:R:3:nbo_charge:R:1
O -1.52 -0.06 0.08 -0.953
H 1.43 0.81 0.16 0.461
H -1.33 -0.83 -0.49 0.478
O 1.53 -0.14 -0.07 -0.936
H -1.10 0.73 -0.33 0.475
H 0.99 -0.51 0.65 0.474
```

Its LUMO energy is 0.8 eV. Its multiplicity is 1. As for the SMILES: O.O. The molecular weight is 36.03 g/mol. The calculation puts the HOMO energy at -11.39 eV.


Model ii:
The following is a DFT calculation (the ωB97M-V functional and the def2-TZVPD basis) of a 2-piece molecular cluster, H4O2 overall.

Structure (XYZ):
```
6
Properties=species:S:1:pos:R:3:nbo_charge:R:1
H -0.41 -2.50 -0.20 0.479
O -3.02 -3.85 -1.69 -0.959
H -0.85 -3.07 1.15 0.483
H -2.18 -3.80 -1.19 0.489
H -3.48 -4.62 -1.32 0.462
O -0.93 -3.21 0.20 -0.953
```

Its LUMO energy is 0.7 eV. Its multiplicity is 1. As for the SMILES: O.O. The molecular weight is 36.03 g/mol. The calculation puts the HOMO energy at -10.83 eV.


Short version: model i is the least stable of them.


Model i:
The following is a DFT calculation (the ωB97M-V functional and the def2-TZVPD basis) of one molecule with the formula C4H9N2O2.

Structure (XYZ):
```
17
Properties=species:S:1:pos:R:3:nbo_charge:R:1
C 0.06 0.74 1.45 -0.204
H 0.58 -0.17 -1.43 0.225
C 1.00 1.80 0.70 -0.133
C 0.22 -1.03 -0.87 -0.329
H 0.74 -0.06 1.70 0.220
N -1.10 0.34 0.72 -0.617
H -0.14 -3.00 -1.46 0.360
N 0.11 -2.10 -1.84 -0.817
H 0.42 2.29 -0.08 0.153
H 0.95 -1.33 -0.13 0.212
H -0.57 -1.85 -2.54 0.370
O -2.16 -0.85 -0.86 -0.611
C -1.11 -0.56 -0.31 0.658
H -1.94 0.87 0.86 0.405
H -0.33 1.20 2.34 0.214
H 1.17 2.55 1.49 0.200
O 2.09 1.17 0.26 -0.307
```

Its LUMO energy (spin up / spin down) is 0.7 / -1.9 eV. The expectation value of S² is 0.755. Its multiplicity is 2. The molecular weight is 117.13 g/mol. The calculation puts the HOMO energy (spin up / spin down) at -9.34 / -9.33 eV.


Model ii:
The following is a DFT calculation (the ωB97M-V functional and the def2-TZVPD basis) of one molecule with the formula C4H9N2O2.

Structure (XYZ):
```
17
Properties=species:S:1:pos:R:3:nbo_charge:R:1
N 1.07 -0.74 1.34 -0.608
C -0.09 0.10 0.78 -0.240
H 1.79 -0.66 0.64 0.339
H -0.27 0.76 1.62 0.216
H 0.47 -2.50 2.38 0.191
C -1.45 2.06 -1.78 0.810
H -1.04 0.08 -1.84 0.399
H -0.91 -0.55 0.51 0.182
C 0.41 0.84 -0.47 -0.246
C 0.76 -2.20 1.37 -0.424
H -0.17 -2.39 0.83 0.170
O -2.26 1.90 -2.67 -0.579
N -0.61 0.93 -1.52 -0.554
H 1.63 -2.78 1.08 0.203
O -1.21 3.05 -1.03 -0.290
H 0.73 1.85 -0.22 0.232
H 1.16 0.25 -1.01 0.199
```

Its LUMO energy (spin up / spin down) is 0.7 / -3.6 eV. The expectation value of S² is 0.759. Its multiplicity is 2. The molecular weight is 117.13 g/mol. The calculation puts the HOMO energy (spin up / spin down) at -9.44 / -9.40 eV.


Short version: model ii is the least stable of them.


Model i:
The following is a DFT calculation (the ωB97M-V functional and the def2-TZVPD basis) of one molecule with the formula C2H5N3S2.

Structure (XYZ):
```
12
Properties=species:S:1:pos:R:3:nbo_charge:R:1
N 1.95 0.66 0.35 -0.606
S 2.29 -0.74 -0.43 0.266
H 1.07 -0.98 -0.98 0.089
C -1.12 -0.02 0.17 0.269
N -0.32 0.99 -0.31 -0.657
N -0.58 -0.78 1.14 -0.802
C 0.89 1.35 0.26 0.223
H -1.28 -1.38 1.56 0.427
H 0.94 2.35 0.71 0.184
H 0.31 -0.58 1.54 0.410
S -2.67 -0.20 -0.37 -0.235
H -0.87 1.74 -0.74 0.432
```

Its LUMO energy is 0.5 eV. Its multiplicity is 1. As for the SMILES: NC(=S)N/C=N\S. The molecular weight is 135.22 g/mol. The calculation puts the HOMO energy at -8.67 eV.


Model ii:
The following is a DFT calculation (the ωB97M-V functional and the def2-TZVPD basis) of one molecule with the formula C2H5N3S2.

Structure (XYZ):
```
12
Properties=species:S:1:pos:R:3:nbo_charge:R:1
N -1.79 -0.59 0.15 -0.572
H 0.88 2.21 0.31 0.394
S -3.38 0.04 -0.14 0.146
C -0.81 0.21 0.07 0.235
H -3.97 -1.10 0.36 0.135
N 1.64 1.63 0.05 -0.808
H 0.56 -1.40 0.12 0.446
H -0.81 1.28 -0.28 0.159
C 1.66 0.27 0.00 0.270
N 0.45 -0.35 0.26 -0.618
H 2.50 2.20 -0.14 0.424
S 2.98 -0.72 -0.11 -0.211
```

Its LUMO energy is 0.4 eV. Its multiplicity is 1. As for the SMILES: NC(=S)N/C=N/S. The molecular weight is 135.22 g/mol. The calculation puts the HOMO energy at -8.44 eV.


Short version: model ii is the least stable of them.


Model i:
The following is a DFT calculation (the ωB97M-V functional and the def2-TZVPD basis) of one molecule with the formula C2H5N3S2.

Structure (XYZ):
```
12
Properties=species:S:1:pos:R:3:nbo_charge:R:1
H -0.14 1.52 0.74 0.410
N 0.26 0.57 0.66 -0.824
C -0.69 -0.47 0.60 0.561
N -0.54 -1.63 0.10 -0.729
H 0.63 0.68 -1.95 0.210
S 1.84 0.43 0.09 0.548
H -1.82 0.38 2.07 0.380
H -2.52 -0.84 1.18 0.397
C 1.65 0.58 -1.64 -0.522
H 0.35 -1.71 -0.34 0.343
S 2.89 0.55 -2.67 0.057
N -1.90 -0.07 1.16 -0.831
```

Its LUMO energy is -0.4 eV. Its multiplicity is 1. As for the SMILES: [H]/N=C(/N)NSC=S. The molecular weight is 135.22 g/mol. The calculation puts the HOMO energy at -9.00 eV.


Model ii:
The following is a DFT calculation (the ωB97M-V functional and the def2-TZVPD basis) of one molecule with the formula C2H5N3S2.

Structure (XYZ):
```
12
Properties=species:S:1:pos:R:3:nbo_charge:R:1
S 1.84 -0.77 -1.07 -0.120
C -0.75 -0.17 -0.37 0.051
N -0.64 1.16 -0.32 -0.405
N 0.48 1.82 0.17 -0.635
C 0.51 -0.97 -0.13 0.054
N 0.38 -1.88 0.84 -0.748
H 1.03 2.14 -0.58 0.367
H 0.19 2.58 0.75 0.360
S -2.16 -0.93 -0.78 -0.147
H -0.55 -2.12 1.18 0.416
H -1.46 1.70 -0.64 0.395
H 1.14 -2.56 0.94 0.412
```

Its LUMO energy is -0.1 eV. Its multiplicity is 1. As for the SMILES: NNC(=S)C(N)=S. The molecular weight is 135.22 g/mol. The calculation puts the HOMO energy at -8.46 eV.


Model iii:
The following is a DFT calculation (the ωB97M-V functional and the def2-TZVPD basis) of one molecule with the formula C2H5N3S2.

Structure (XYZ):
```
12
Properties=species:S:1:pos:R:3:nbo_charge:R:1
N -0.41 -0.72 0.54 -0.445
H 0.06 0.24 -1.55 0.193
H -2.33 0.30 -0.07 0.132
S -1.79 -0.92 -0.41 0.177
H 0.81 -1.18 2.25 0.226
S 3.28 -0.40 0.13 -0.208
N 0.77 -1.09 0.05 -0.156
C 0.33 -1.59 1.31 -0.039
N 1.66 -0.09 -0.41 -0.200
H 0.05 -2.62 1.18 0.201
H 1.59 1.08 -2.16 0.217
C 1.14 0.58 -1.38 -0.098
```

Its LUMO energy (spin up / spin down) is 0.0 / 0.0 eV. Its multiplicity is 1. As for the SMILES: C=[N+]([S-])N1CN1S. The molecular weight is 135.22 g/mol. The calculation puts the HOMO energy (spin up / spin down) at -8.10 / -8.10 eV.


Short version: model iii is the least stable of them.